[1]
C6H5FN2 in the gas phase, computed with ωB97M-V with the def2-TZVPD basis set.

Positions of all 14 atoms, in Å:
N 2.497 1.049 -1.360
C 1.989 0.450 -0.547
C 1.186 -0.223 0.447
F 1.807 -0.352 1.657
C -0.160 0.833 0.919
C -1.275 0.716 -0.037
C -1.333 -0.326 -0.870
C -0.474 -1.485 -0.595
N 0.638 -1.384 0.010
H 0.226 1.904 1.012
H -0.478 0.331 1.786
H -1.905 1.631 -0.107
H -2.049 -0.561 -1.659
H -0.669 -2.582 -0.655

Values from the calculation:
2S+1 ... 1
Relative energy (zero: lowest compared OMol25 entry of this formula, charge and spin) ... 9.3 kJ/mol
Kohn-Sham gap ... 9.4 eV

[2]
2 unconnected molecules or ions with the total composition C6H5FN2O, computed with ωB97M-V with the def2-TZVPD basis set.

Positions of all 15 atoms, in Å:
C -2.025 -0.490 0.287
C 0.921 1.618 0.715
C -0.437 1.516 0.716
C 1.486 0.312 0.241
C -0.761 0.155 0.286
C 0.501 -1.811 -0.590
N -3.058 -0.963 0.232
N 0.335 -0.535 0.048
O 2.612 -0.004 -0.033
F -1.231 1.769 -1.543
H 1.471 2.540 1.017
H -1.324 2.037 0.976
H 1.540 -1.963 -0.428
H -0.231 -2.634 -0.273
H 0.203 -1.547 -1.652

Values from the calculation:
2S+1 ... 1
Relative energy (zero: lowest compared OMol25 entry of this formula, charge and spin) ... 262.5 kJ/mol
Kohn-Sham gap (spin up / spin down) ... 7.5 / 6.4 eV

[3]
A gas-phase ion, C6H5FNO2 (charge -1), computed with ωB97M-V with the def2-TZVPD basis set.

Positions of all 15 atoms, in Å:
C 2.341 -1.055 0.117
C 1.059 -0.510 0.091
C 3.565 -0.429 -0.086
C 1.288 1.869 0.593
C 1.204 3.100 -0.073
C -0.865 0.847 -0.039
N 0.573 0.727 0.165
O 1.561 3.920 -0.870
O 0.343 3.065 0.950
F 4.576 -1.408 0.061
H 2.311 -2.151 0.208
H 0.268 -1.254 -0.009
H -1.124 1.903 -0.018
H -1.155 0.424 -1.004
H -1.425 0.340 0.753

Values from the calculation:
2S+1 ... 3
Charge ... -1
Relative energy (zero: lowest compared OMol25 entry of this formula, charge and spin) ... 205.0 kJ/mol
Kohn-Sham gap (spin up / spin down) ... 5.2 / 5.0 eV

[4]
C6H5FS in the gas phase, computed with ωB97M-V with the def2-TZVPD basis set.

Positions of all 13 atoms, in Å:
F 2.642 -1.528 -0.012
C 1.319 -1.685 -0.027
C 0.574 -0.580 0.061
C 0.986 0.817 0.000
C -0.137 1.597 -0.025
C -1.401 0.826 -0.030
C -0.918 -0.643 0.017
S -1.879 -1.972 -0.012
H 0.945 -2.702 0.012
H 2.032 1.137 -0.076
H -0.083 2.631 0.004
H -1.976 1.076 0.890
H -2.104 1.025 -0.801

Values from the calculation:
2S+1 ... 1
Relative energy (zero: lowest compared OMol25 entry of this formula, charge and spin) ... 156.6 kJ/mol
Kohn-Sham gap ... 8.0 eV

[5]
A molecular structure, C6H5FSn, computed with ωB97M-V with the def2-TZVPD basis set.

Positions of all 13 atoms, in Å:
Sn 0.261 -5.338 1.071
F 0.211 -1.854 1.271
C 0.169 -0.670 0.632
C 0.324 -0.725 -0.719
C 0.274 0.440 -1.466
C -0.194 1.612 -0.864
C -0.422 1.628 0.527
C -0.239 0.464 1.276
H 0.528 -1.704 -1.104
H 0.512 0.519 -2.533
H -0.288 2.535 -1.440
H -0.742 2.543 1.016
H -0.393 0.551 2.333

Values from the calculation:
2S+1 ... 1
Charge ... +2
Kohn-Sham gap ... 2.7 eV

[6]
C6H5IN2 in the gas phase, computed with ωB97M-V with the def2-TZVPD basis set.

Positions of all 14 atoms, in Å:
C -1.256 0.603 -0.416
C -1.571 -0.599 -1.000
C 0.361 -0.964 0.067
C 1.458 -1.438 0.717
C -0.056 0.406 0.288
C 1.848 1.010 1.374
N 0.611 1.178 1.136
N -0.603 -1.508 -0.760
I 2.367 -3.176 -0.032
H -1.802 1.522 -0.478
H -2.440 -0.869 -1.571
H 2.253 1.406 2.294
H 2.540 0.557 0.661
H -0.636 -2.484 -1.018

Values from the calculation:
2S+1 ... 3
Relative energy (zero: lowest compared OMol25 entry of this formula, charge and spin) ... 0.0 kJ/mol
Kohn-Sham gap (spin up / spin down) ... 6.8 / 6.8 eV

What is the formula in the fifth record? C6H5FSn